# 1
The following is a DFT calculation (ωB97M-V/def2-TZVPD) of an isolated ion of composition C15H30BrN4OS and charge +1 at a distorted geometry.

Values from the calculation:
Gap between HOMO and LUMO, eV: 7.100
Lowest unoccupied orbital energy, eV: -4.1298
Total charge: +1

Each line ends with the natural charge from an NBO analysis.
Geometry (Å):
C1 -0.459 4.844 1.487  -0.62
C2 0.393 4.732 0.167  -0.45
C3 -0.443 5.313 -1.014  -0.10
Br1 0.492 6.873 -1.769  0.14
N1 -0.685 4.320 -2.119  0.05
N2 -0.179 4.520 -3.269  0.07
N3 -0.541 3.540 -4.071  -0.20
C4 -1.309 2.744 -3.336  0.22
S1 -2.096 1.301 -4.003  0.09
N4 -1.407 3.205 -2.077  -0.12
C5 -2.143 2.724 -0.893  -0.24
C6 -2.191 1.189 -0.726  -0.42
C7 -2.225 0.747 0.755  -0.40
C8 -2.015 -0.805 0.846  -0.39
C9 -0.930 -1.090 1.906  -0.39
C10 -0.642 -2.597 2.084  -0.40
C11 0.347 -3.187 1.040  -0.41
C12 1.373 -4.126 1.738  -0.39
C13 1.822 -5.302 0.850  -0.42
C14 2.551 -4.838 -0.435  -0.07
O1 3.948 -4.764 -0.151  -0.55
C15 4.535 -3.635 -0.789  -0.25
H1 -0.346 3.887 2.015  0.23
H2 -0.116 5.679 2.100  0.25
H3 -1.533 4.928 1.276  0.20
H4 1.249 5.395 0.299  0.26
H5 0.690 3.700 -0.049  0.22
H6 -1.419 5.707 -0.720  0.24
H7 -1.179 0.349 -3.692  0.17
H8 -1.614 3.117 -0.014  0.24
H9 -3.154 3.149 -0.872  0.25
H10 -3.147 0.853 -1.156  0.23
H11 -1.429 0.656 -1.306  0.22
H12 -3.219 0.928 1.182  0.22
H13 -1.431 1.265 1.310  0.20
H14 -2.939 -1.301 1.170  0.21
H15 -1.746 -1.229 -0.133  0.20
H16 -1.210 -0.665 2.880  0.21
H17 0.007 -0.614 1.572  0.19
H18 -0.154 -2.712 3.065  0.21
H19 -1.563 -3.192 2.156  0.21
H20 0.924 -2.397 0.539  0.19
H21 -0.211 -3.793 0.310  0.20
H22 2.261 -3.552 2.043  0.20
H23 0.951 -4.563 2.655  0.21
H24 2.537 -5.945 1.381  0.23
H25 0.959 -5.920 0.561  0.20
H26 2.139 -3.882 -0.790  0.16
H27 2.398 -5.598 -1.219  0.18
H28 4.383 -2.755 -0.137  0.16
H29 5.618 -3.775 -0.877  0.20
H30 4.093 -3.427 -1.773  0.17

# 2
The following is a DFT calculation (ωB97M-V/def2-TZVPD) of C19H15NO2OsS4 as an isolated structure.

Values from the calculation:
Multiplicity: 5
Gap between HOMO and LUMO (spin up / spin down), eV: 7.975 / 6.025
Lowest unoccupied orbital energy (spin up / spin down), eV: -6.2814 / -8.9222
Total charge: +2
Expectation value of S²: 6.037

Each line ends with the Löwdin spin population.
Geometry (Å):
Os1 -0.042 0.248 -0.225  0.64
S1 0.455 2.196 0.872  0.53
C1 2.205 2.233 0.777  0.04
C2 2.853 3.453 0.975  0.06
C3 4.232 3.531 0.856  -0.01
C4 4.976 2.394 0.571  0.07
C5 4.351 1.158 0.421  0.00
C6 2.976 1.086 0.504  0.05
S2 2.122 -0.470 0.500  0.02
C7 2.493 -1.299 -1.099  0.01
C8 1.304 -2.202 -1.353  0.01
C9 1.427 -3.483 -1.844  0.00
C10 0.309 -4.310 -1.859  0.01
C11 -0.877 -3.869 -1.295  0.00
C12 -0.946 -2.572 -0.823  0.01
C13 -2.117 -2.006 -0.076  0.01
S3 -1.487 -0.833 1.206  0.03
C14 -2.888 0.244 1.306  0.04
C15 -3.785 0.139 2.349  0.00
C16 -4.911 0.962 2.342  0.06
C17 -5.125 1.857 1.304  -0.01
C18 -4.217 1.961 0.258  0.05
C19 -3.080 1.156 0.262  0.03
S4 -1.917 1.259 -1.021  0.41
N1 0.100 -1.734 -0.947  0.02
H1 2.271 4.337 1.203  0.00
H2 4.727 4.482 0.989  0.00
H3 6.052 2.458 0.488  0.00
H4 4.945 0.268 0.257  0.00
H5 3.395 -1.901 -1.007  0.00
H6 2.657 -0.541 -1.864  0.00
H7 2.390 -3.847 -2.175  0.00
H8 0.384 -5.317 -2.247  0.00
H9 -1.731 -4.527 -1.204  0.00
H10 -2.693 -2.791 0.412  0.00
H11 -2.773 -1.428 -0.728  0.00
H12 -3.623 -0.565 3.155  0.00
H13 -5.621 0.898 3.155  0.00
H14 -6.003 2.488 1.311  0.00
H15 -4.378 2.668 -0.545  0.00
O1 0.954 1.104 -2.003  0.86
O2 0.637 1.115 -3.157  1.05

# 3
The following is a DFT calculation (ωB97M-V/def2-TZVPD) of a single C18H19N5O6S molecule at a distorted geometry.

Values from the calculation:
Energy relative to the best compared isomer or geometry (same formula, charge and spin), kcal per mole: 0.0
Gap between HOMO and LUMO, eV: 8.642
Lowest unoccupied orbital energy, eV: 0.2194
Structure (SMILES): COc1ccc(C(=O)NCc2nnc(SCC(=O)Nc3cc(C)on3)o2)cc1OC

Each line ends with the natural charge from an NBO analysis.
Geometry (Å):
C1 -5.391 2.440 -1.755  -0.25
O1 -4.102 2.715 -1.264  -0.48
C2 -3.067 1.946 -1.694  0.26
C3 -3.185 0.829 -2.506  -0.30
C4 -2.064 0.097 -2.861  -0.16
C5 -0.805 0.469 -2.414  -0.16
C6 0.343 -0.386 -2.816  0.67
O2 0.300 -1.134 -3.774  -0.62
N1 1.452 -0.289 -2.033  -0.62
C7 2.605 -1.124 -2.272  -0.28
C8 3.040 -1.786 -1.016  0.45
N2 3.404 -3.002 -0.796  -0.27
N3 3.697 -3.114 0.517  -0.29
C9 3.493 -1.947 1.036  0.27
S1 3.657 -1.459 2.688  0.31
C10 3.008 0.247 2.523  -0.62
C11 1.591 0.282 1.962  0.69
O3 1.298 0.972 1.009  -0.63
N4 0.731 -0.513 2.636  -0.60
C12 -0.621 -0.655 2.379  0.29
C13 -1.402 -0.111 1.332  -0.37
C14 -2.658 -0.576 1.603  0.36
C15 -3.954 -0.381 0.912  -0.68
O4 -2.621 -1.332 2.711  -0.26
N5 -1.358 -1.379 3.190  -0.18
O5 3.082 -1.042 0.122  -0.44
C16 -0.671 1.612 -1.622  -0.30
C17 -1.784 2.345 -1.249  0.33
O6 -1.757 3.446 -0.452  -0.49
C18 -0.512 3.875 0.050  -0.26
H1 -6.037 3.202 -1.323  0.20
H2 -5.741 1.450 -1.442  0.17
H3 -5.428 2.509 -2.847  0.18
H4 -4.151 0.516 -2.867  0.22
H5 -2.153 -0.775 -3.488  0.24
H6 1.439 0.262 -1.187  0.42
H7 2.332 -1.878 -3.015  0.28
H8 3.440 -0.525 -2.665  0.21
H9 3.670 0.826 1.880  0.26
H10 3.027 0.658 3.533  0.26
H11 1.063 -1.056 3.424  0.43
H12 -1.083 0.509 0.524  0.25
H13 -4.752 -0.823 1.503  0.24
H14 -3.925 -0.852 -0.070  0.24
H15 -4.141 0.682 0.775  0.24
H16 0.305 1.939 -1.305  0.23
H17 -0.737 4.712 0.709  0.20
H18 -0.010 3.087 0.620  0.19
H19 0.147 4.217 -0.754  0.17